1.
DFT (ωB97M-V/def2-TZVPD) results for a cluster of 7 separate species, C13H36N7O16P2 in total.

Geometry as ORCA input:
```
! RIJCOSX wB97M-V def2-TZVPD def2/J DEFGRID3
* xyz 1 1
C 2.0870 -1.1344 1.8607
C 1.0961 0.0193 1.6719
P 0.3796 -0.0064 -0.0292
C -1.1449 0.9857 0.1828
C 1.4083 1.2165 -0.9834
C 2.9050 0.9542 -0.9393
O 3.6709 2.1221 -1.2721
C 3.0984 3.0450 -2.1790
P 3.0449 2.3549 -3.8760
O 2.3029 1.0910 -3.9460
O 2.5131 3.5552 -4.7751
O 4.5666 2.3332 -4.3094
C 1.7526 3.5865 -1.6528
N 1.2589 2.6723 -0.5765
H 3.0034 -1.0150 1.2809
H 2.3774 -1.2173 2.9076
H 1.6293 -2.0734 1.5524
H 1.5245 0.9816 1.9666
H 0.2369 -0.1712 2.3203
H -1.5775 1.2300 -0.7903
H -1.0106 1.9129 0.7513
H -1.8665 0.3593 0.7007
H 1.0573 1.1712 -2.0160
H 3.1374 0.1258 -1.6093
H 3.2321 0.7022 0.0684
H 3.8006 3.8787 -2.2205
H 1.5697 3.4835 -4.9647
H 4.9347 1.4407 -4.2640
H 0.9789 3.6619 -2.4137
H 1.8697 4.5752 -1.2188
H 0.2852 2.8765 -0.3519
H 1.8233 2.8196 0.2618
C -4.9871 -2.5479 -0.4520
N -3.9717 -1.5029 -0.1530
O -4.3595 -0.4060 0.1948
O -2.8014 -1.8097 -0.2759
H -5.9666 -2.1095 -0.3073
H -4.8292 -2.8639 -1.4779
H -4.8035 -3.3837 0.2154
C -2.5184 -5.4041 -3.2574
N -3.7150 -5.7005 -2.4204
O -4.6309 -6.2935 -2.9421
O -3.6965 -5.3126 -1.2680
H -2.7037 -5.7929 -4.2517
H -2.3920 -4.3254 -3.2595
H -1.6672 -5.8759 -2.7754
C 2.1710 7.7833 -3.6195
N 1.1277 7.5620 -2.5798
O 0.5953 8.5237 -2.0907
O 0.8700 6.4007 -2.2875
H 2.2768 8.8511 -3.7653
H 3.0901 7.3324 -3.2573
H 1.8379 7.2807 -4.5225
C 1.9886 -1.4571 6.6951
N 1.1802 -0.8469 5.6037
O 1.3301 0.3373 5.3723
O 0.4198 -1.5765 5.0012
H 2.6158 -0.6956 7.1326
H 1.2919 -1.8732 7.4172
H 2.5725 -2.2556 6.2464
C 2.0964 1.0739 10.7224
N 2.6301 -0.2357 10.2551
O 3.3151 -0.2466 9.2485
O 2.3445 -1.2117 10.9094
H 2.4353 1.8422 10.0389
H 1.0140 0.9890 10.7395
H 2.4713 1.2296 11.7294
C -6.6064 -6.4817 -6.4563
N -5.4326 -5.7062 -5.9721
O -5.6203 -4.5828 -5.5543
O -4.3538 -6.2593 -6.0219
H -7.4882 -5.8626 -6.3499
H -6.4129 -6.7427 -7.4923
H -6.6630 -7.3803 -5.8492
*
```

Computed properties:
E_tot: -75812.810 eV
HOMO-LUMO gap: 9.314 eV
F_max: 0.39 eV Å⁻¹



2.
DFT (ωB97M-V/def2-TZVPD) results for a structure of composition C4H5KO3 in a non-equilibrium geometry.

Geometry as ORCA input:
```
! RIJCOSX wB97M-V def2-TZVPD def2/J DEFGRID3
* xyz 1 2
O 2.3289 0.1578 -2.4224
C 1.8406 0.7151 -1.4743
C 0.8905 0.0133 -0.5225
C -0.2177 0.8377 -0.0313
C -1.6122 0.7727 -0.2951
H 1.9879 1.8040 -1.3096
H 1.4880 -0.3089 0.3543
H 0.5402 -0.9314 -0.9722
H -2.0349 1.4909 -1.0160
O -0.4732 -0.8759 2.6255
O -2.2612 -0.2509 -0.0023
K -2.5673 -2.3128 1.6806
H 0.0904 -1.1115 3.3854
*
```

Computed properties:
E_tot: -26684.418 eV
HOMO-LUMO gap (spin up / spin down): 5.317 / 8.040 eV
F_max: 1.79 eV Å⁻¹
<S²>: 1.770



3.
DFT (ωB97M-V/def2-TZVPD) results for a cluster of 2 separate species, C18H37B2I2NO6 in total in a non-equilibrium geometry.

Geometry as ORCA input:
```
! RIJCOSX wB97M-V def2-TZVPD def2/J DEFGRID3
* xyz 0 1
C -6.2952 -3.1522 1.8340
C -6.5771 -3.4105 0.3498
O -5.4176 -3.3933 -0.4382
C -4.5152 -4.4801 -0.1779
B -2.9633 -3.9981 0.0847
B -2.3956 -4.4638 1.7271
O -3.2368 -4.7785 2.8089
O -1.0329 -4.4420 1.9526
C -0.4579 -4.3508 3.2431
O -2.0476 -4.4524 -0.9619
C -1.1625 -3.4326 -1.3028
C -1.6859 -2.1429 -0.6163
C -0.7629 -1.4864 0.4215
I 1.3392 -1.4966 -0.1627
C -1.0150 -0.0179 0.7921
C -0.4851 0.3245 2.1943
I -3.0777 0.5916 0.6095
O -2.8271 -2.5069 0.0887
H -6.2409 -4.0662 2.4240
H -5.3423 -2.6273 1.9169
H -7.0701 -2.5199 2.2742
H -7.1151 -4.3615 0.2189
H -7.2167 -2.6205 -0.0477
H -4.8835 -5.0832 0.6587
H -4.4948 -5.1239 -1.0693
H -3.5775 -4.0331 3.3130
H -0.2010 -3.3064 3.4543
H 0.4588 -4.9390 3.2626
H -1.1356 -4.7237 4.0135
H -0.1437 -3.6831 -0.9835
H -1.1450 -3.3013 -2.3918
H -1.9451 -1.3799 -1.3666
H -0.7833 -2.1030 1.3162
H -0.5197 0.6133 0.0621
H -1.1946 0.9137 2.7665
H 0.4401 0.8999 2.1306
H -0.2694 -0.5855 2.7552
C 4.7181 4.5941 -2.5501
C 4.2929 4.5004 -1.0776
C 4.9002 3.2671 -0.3693
C 4.3166 1.9380 -0.8266
C 2.8023 1.9263 -0.7016
C 2.0965 3.0794 -1.4466
N 2.7952 4.3145 -0.9210
O 2.2864 4.8559 0.0352
C 2.2072 2.9157 -2.9608
C 0.6248 3.1555 -1.0616
C 4.6898 5.7814 -0.3546
H 5.5382 5.3052 -2.6241
H 5.0651 3.6428 -2.9463
H 3.9150 4.9590 -3.1869
H 4.7414 3.3858 0.7065
H 5.9772 3.3103 -0.5454
H 4.6223 1.7091 -1.8501
H 4.7259 1.1417 -0.2039
H 2.3619 1.0137 -1.1035
H 2.5153 1.9752 0.3530
H 1.8454 3.8015 -3.4835
H 1.5680 2.0781 -3.2351
H 3.2104 2.6896 -3.3055
H 0.4805 3.1703 0.0159
H 0.1323 2.2715 -1.4649
H 0.1514 4.0407 -1.4874
H 4.1910 6.6479 -0.7900
H 5.7651 5.9041 -0.4749
H 4.4592 5.7446 0.7065
*
```

Computed properties:
E_tot: -50592.561 eV
HOMO-LUMO gap: 1.471 eV
F_max: 1.51 eV Å⁻¹



4.
DFT (ωB97M-V/def2-TZVPD) results for a structure of composition C43H34F5N10Ru in a non-equilibrium geometry.

Geometry as ORCA input:
```
! RIJCOSX wB97M-V def2-TZVPD def2/J DEFGRID3
* xyz 0 2
Ru 0.0172 0.4814 -0.6804
C 3.1038 -1.7688 1.3139
C 3.2406 -1.1984 2.5869
C 2.3754 -0.2114 2.9504
C 1.3605 0.2266 2.0584
N 1.2914 -0.2901 0.7895
C 2.1352 -1.2804 0.4701
N 0.4948 1.0814 2.5742
C -0.5568 1.6289 2.0039
N -1.0091 1.4640 0.7172
C -2.0864 2.2853 0.5228
N -2.7146 2.4756 -0.6207
C -2.3660 2.0586 -1.8222
C -3.3418 2.2364 -2.8466
C -3.0745 1.8897 -4.1368
C -1.7994 1.3800 -4.4378
C -0.8919 1.2268 -3.4197
N -1.1336 1.5239 -2.1311
C -2.4247 2.9219 1.7628
C -3.4667 3.7558 2.1472
C -3.5289 4.1456 3.4695
C -2.5677 3.7325 4.3977
C -1.5135 2.9240 4.0282
C -1.4460 2.5104 2.7018
H 3.7471 -2.5664 0.9839
H 4.0083 -1.5395 3.2629
H 2.3984 0.2680 3.9136
H 2.0291 -1.6996 -0.5226
H -4.2967 2.6297 -2.5357
H -3.8165 2.0184 -4.9122
H -1.5354 1.0993 -5.4448
H 0.0956 0.8300 -3.6333
H -4.2134 4.0659 1.4334
H -4.3356 4.7785 3.8071
H -2.6672 4.0406 5.4278
H -0.7735 2.6015 4.7436
C -2.6205 -1.1920 1.9448
N -1.3997 -1.8088 1.4178
C -1.7787 -3.0504 0.7382
N -2.4602 -3.9752 1.6312
C -3.6531 -3.3129 2.1477
N -3.3157 -2.0885 2.8599
C -2.4077 -2.4121 3.9536
N -1.1951 -3.0663 3.4740
C -0.5378 -2.1603 2.5474
C -1.5715 -4.2718 2.7462
H -3.2788 -0.9360 1.1111
H -2.3645 -0.2817 2.4927
H -0.8738 -3.5266 0.3489
H -2.4538 -2.8240 -0.0884
H -4.1740 -3.9966 2.8211
H -4.3190 -3.0647 1.3186
H -2.9103 -3.0765 4.6607
H -2.1308 -1.4853 4.4646
H 0.3733 -2.6338 2.1689
H -0.2785 -1.2534 3.0940
H -2.0706 -4.9636 3.4287
H -0.6665 -4.7434 2.3520
N 1.5569 0.5004 -1.9122
C 2.7025 1.0136 -1.8327
C 3.7072 0.8171 -2.8952
C 3.5177 -0.2348 -3.7940
C 4.4373 -0.4833 -4.7936
C 5.5625 0.3197 -4.9158
C 5.7504 1.3771 -4.0391
C 4.8350 1.6277 -3.0303
C 3.0655 1.7678 -0.6004
C 2.1732 2.7114 -0.0874
C 2.4308 3.3156 1.1323
C 3.5582 2.9622 1.8557
C 4.4399 2.0179 1.3535
C 4.2021 1.4285 0.1242
H 2.6449 -0.8597 -3.6795
H 4.2790 -1.3123 -5.4690
H 6.2860 0.1224 -5.6957
H 6.6242 2.0070 -4.1407
H 4.9915 2.4595 -2.3578
H 1.3060 3.0093 -0.6769
H 1.7444 4.0537 1.5244
H 3.7486 3.4275 2.8129
H 5.3082 1.7299 1.9275
H 4.8803 0.6870 -0.2691
F 1.1039 -2.3768 -2.4298
C -0.2357 -2.2730 -2.5997
C -0.9507 -1.3669 -1.8286
C -2.3090 -1.3418 -2.1237
F -3.1137 -0.5272 -1.3981
C -2.9210 -2.1245 -3.0980
F -4.2363 -2.0116 -3.3512
C -2.1624 -3.0477 -3.8066
F -2.7339 -3.8574 -4.7109
C -0.8011 -3.1220 -3.5479
F -0.0419 -4.0152 -4.2062
*
```

Computed properties:
E_tot: -76212.514 eV
HOMO-LUMO gap (spin up / spin down): 6.333 / 6.438 eV
F_max: 4.04 eV Å⁻¹
<S²>: 0.761



5.
DFT (ωB97M-V/def2-TZVPD) results for a cluster of 2 separate species, C6H13N3O in total in a non-equilibrium geometry.

Geometry as ORCA input:
```
! RIJCOSX wB97M-V def2-TZVPD def2/J DEFGRID3
* xyz 0 1
H -1.4729 -0.6573 -1.3376
N -2.1295 -0.0036 -0.9049
C -1.6241 0.6592 0.0416
C -2.4429 1.6600 0.8021
C -0.1989 0.5327 0.5879
O 0.2944 1.2865 1.3904
C 0.8842 0.2111 -0.8384
C 2.3569 0.3888 -0.5052
N 0.5416 -0.8788 -1.7346
H -2.5860 1.3149 1.8282
H -3.4090 1.7785 0.3214
H -1.9161 2.6123 0.8535
H 0.5549 1.1214 -1.3496
H 2.9089 0.7201 -1.3857
H 2.8130 -0.5449 -0.1763
H 2.4904 1.1529 0.2565
H 0.9694 -1.7491 -1.4374
H 0.8484 -0.6895 -2.6845
C 0.6393 -1.7960 1.2443
N -0.5091 -1.2531 1.4680
H 1.5330 -1.2786 1.5587
H 0.7619 -2.8219 0.8926
H -1.3077 -1.7654 1.1091
*
```

Computed properties:
E_tot: -12947.680 eV
HOMO-LUMO gap: 8.075 eV
F_max: 4.42 eV Å⁻¹



6.
DFT (ωB97M-V/def2-TZVPD) results for a cluster of 2 separate species, C40H43N3O4S2 in total in a non-equilibrium geometry.

Geometry as ORCA input:
```
! RIJCOSX wB97M-V def2-TZVPD def2/J DEFGRID3
* xyz 0 1
C -7.0196 -2.1636 2.6606
N -6.6492 -0.9331 1.9892
C -7.7409 -0.2216 1.3663
C -5.3531 -0.5382 1.8907
C -4.9523 0.6547 1.2083
C -3.6272 0.8672 0.9117
C -2.5964 0.0229 1.4009
C -1.2246 0.3169 1.1434
C -0.1909 -0.4551 1.6401
C 1.1769 -0.0801 1.7171
C 2.1845 -1.1241 1.8180
C 1.8302 -2.4896 1.6631
C 2.7540 -3.5115 1.7868
C 4.1400 -3.2167 1.9000
N 5.0823 -4.2041 1.8839
C 6.4895 -3.9289 1.6693
C 4.7953 -5.5809 2.2298
C 4.5225 -1.8508 2.0082
C 3.5537 -0.8671 2.1034
C 1.5401 1.3312 1.7629
C 0.6839 2.2776 2.3755
C 1.0193 3.6134 2.4622
C 2.3022 4.0446 2.0405
N 2.6820 5.3644 2.1971
C 4.0216 5.7293 2.6218
C 1.8731 6.4371 1.6537
C 3.1819 3.1126 1.4420
C 2.7613 1.8134 1.2238
C -2.9923 -1.0940 2.1871
C -4.3254 -1.3756 2.4149
H -6.4426 -2.3012 3.5849
H -8.0824 -2.1035 2.9066
H -6.8463 -3.0369 2.0102
H -7.4070 0.3835 0.5198
H -8.4692 -0.9623 1.0190
H -8.2352 0.4368 2.0976
H -5.6960 1.3841 0.8718
H -3.3402 1.7350 0.3126
H -1.0164 1.2053 0.5370
H -0.4428 -1.4603 1.9832
H 0.8048 -2.7753 1.4488
H 2.4133 -4.5438 1.7197
H 6.6173 -3.0143 1.0779
H 7.0307 -3.8060 2.6254
H 6.9311 -4.7710 1.1150
H 3.7333 -5.7463 2.4145
H 5.1198 -6.2316 1.4062
H 5.3510 -5.8728 3.1361
H 5.5795 -1.5775 2.0552
H 3.8926 0.1275 2.3864
H -0.2704 1.9511 2.7857
H 0.3326 4.3351 2.9066
H 4.4777 4.8884 3.1607
H 4.6722 5.9988 1.7734
H 3.9605 6.5915 3.3020
H 0.9175 6.0347 1.2980
H 1.6823 7.1903 2.4302
H 2.3860 6.9261 0.8081
H 4.1699 3.4481 1.1141
H 3.4143 1.1514 0.6505
H -2.2457 -1.7627 2.6142
H -4.5886 -2.2713 2.9790
C 2.8581 -3.1979 -2.4594
C 3.0119 -1.9681 -1.8161
C 2.2360 -0.8681 -2.1982
C 1.2926 -1.0127 -3.2189
S 0.2239 0.3528 -3.7033
C -0.8925 0.3775 -2.4470
S -2.4109 1.1702 -2.4642
C -2.8914 1.3272 -4.1849
C -2.3217 2.2997 -5.0113
C -2.6380 2.3225 -6.3705
C -3.5380 1.3923 -6.8981
C -4.1478 0.4624 -6.0546
C -3.8427 0.4442 -4.6935
O -3.3841 0.2683 -1.8647
O -2.2496 2.5019 -1.8982
O 1.0368 1.5531 -3.7133
O -0.3918 -0.1387 -4.9195
C 1.1447 -2.2373 -3.8711
C 1.9253 -3.3292 -3.4879
H 3.4796 -4.0478 -2.1749
H 3.7520 -1.8539 -1.0245
H 2.3672 0.1031 -1.7242
H -0.4431 0.2402 -1.4709
H -1.6469 3.0411 -4.5922
H -2.1706 3.0603 -7.0255
H -3.7531 1.3867 -7.9691
H -4.8521 -0.2673 -6.4560
H -4.3136 -0.2681 -4.0237
H 0.4286 -2.3346 -4.6807
H 1.8051 -4.2808 -4.0063
*
```

Computed properties:
E_tot: -76503.399 eV
HOMO-LUMO gap: 4.117 eV
F_max: 1.87 eV Å⁻¹